Here is a structure of composition C42H63ClCsIN8O4SSe in a non-equilibrium geometry from the OMol25 dataset. Energies are from the ωB97M-V functional and the def2-TZVPD basis.

Last column: Löwdin charge in e.
Geometry (Å):
C (-4.4190, 0.9668, -1.2040)  -0.2984
N (0.0595, 2.8844, -5.2616)  0.0395
C (3.7164, -5.0439, -2.4984)  -0.2764
H (-6.4433, -2.3677, 0.2733)  0.0534
H (3.6881, -0.3856, -7.2114)  0.1001
C (-0.1114, 5.3117, 1.6832)  -0.4911
H (5.4889, -3.1408, -3.3532)  0.0982
C (-6.3063, -0.3579, -0.4774)  -0.3395
H (-0.7271, -3.7613, -0.8324)  0.0501
H (4.4976, 0.3054, -4.0202)  0.0658
H (-4.0251, 1.8565, 3.3250)  0.0953
C (-6.8896, 0.7920, 0.0429)  -0.0563
C (0.3100, 3.8695, 1.3158)  -0.8737
H (2.9266, -4.2952, -2.5706)  0.0640
H (2.0031, -1.6326, -5.8433)  0.1167
H (4.4916, 3.4854, 4.2198)  0.0922
O (-0.6847, 3.1698, 1.0056)  -0.2948
C (-5.0517, -0.2880, -1.1182)  -0.5990
H (-0.4947, 5.7923, 0.7865)  0.0673
C (-6.2745, 2.0326, -0.0448)  -0.3005
H (4.7528, 1.2773, -5.7771)  0.0623
N (0.5823, 1.2514, -3.4856)  -0.0290
H (-4.5296, 3.0487, -0.7416)  0.1106
H (-4.4684, -0.7358, 6.0099)  0.0792
H (-0.8998, 5.2714, 2.4292)  0.0644
H (-3.0601, 0.7326, -2.8518)  0.0712
H (0.4327, 1.3673, 4.3846)  0.1034
H (-1.9794, -1.7751, 0.0204)  0.0456
H (1.9907, -0.3376, -4.6672)  0.0800
H (4.4699, -4.7598, -4.5261)  0.0559
H (3.1864, 1.7997, -5.1266)  0.0679
H (4.6473, -4.3465, -0.6897)  0.1082
C (1.2568, 1.0207, 3.7781)  0.0330
H (-2.9648, 1.6514, 4.7200)  0.0755
H (4.8088, -6.3546, -3.8509)  0.0665
H (3.3177, -2.3457, -4.0734)  0.0918
C (4.9090, -4.4631, -1.7458)  -0.1960
C (3.6949, 1.4166, -6.0143)  -0.1156
H (-6.0120, -0.3644, 4.1118)  0.0833
C (-3.8914, 1.3085, 4.2586)  -0.0369
Cl (1.1830, 6.3764, 2.3211)  0.5152
N (-0.5693, -0.9743, 1.3039)  0.0892
H (-8.0051, -1.5257, 0.1233)  0.0619
H (4.1670, -2.0852, -0.9138)  0.0857
C (-5.0412, 2.0936, -0.6721)  -0.0260
H (3.0473, 1.0203, 6.6619)  0.0864
H (-5.4159, -0.0939, 2.4692)  0.0795
H (-2.3240, 0.5708, -1.2618)  0.0257
H (0.8012, 3.4687, 4.9010)  0.0839
N (4.4503, -2.0559, -1.8860)  -0.0059
H (4.4559, -1.9850, -5.3877)  0.1122
I (-0.2644, -5.5695, -2.7073)  0.7908
C (0.4186, 2.6529, -6.5141)  -0.4471
H (-3.6204, -2.0305, 5.1484)  0.0881
H (-7.7819, 3.5805, -0.0987)  0.0691
C (-3.6511, -0.9529, 5.3181)  -0.0502
H (-0.2533, -0.6207, -3.0403)  0.0449
H (-4.7174, 1.5580, 4.9291)  0.0810
H (3.1737, -5.9385, -4.3872)  0.0606
H (4.5521, 1.4081, 3.2515)  0.1036
H (3.6190, 2.1890, -6.7801)  0.0639
H (-3.8750, -1.3979, 1.4075)  0.0904
N (1.9815, -0.2617, 1.9004)  0.0790
H (-7.3077, 3.0922, 1.5264)  0.0661
H (1.3744, 1.5634, 6.4986)  0.0762
H (-5.2583, -1.6877, 3.2144)  0.0888
H (-7.1405, -2.1498, -1.3077)  0.0479
H (-1.9408, -3.5811, -2.1227)  -0.0163
S (4.5058, 0.5543, -1.4154)  0.5858
H (2.0584, 4.1691, 3.8885)  0.0520
H (2.0124, -2.6927, -0.7778)  -0.0065
C (3.2048, 0.1990, 2.1310)  -0.1182
C (2.6207, -0.8446, -5.4023)  -0.1967
C (0.3586, 1.9825, -4.3686)  -0.4053
H (3.2957, -5.8662, -1.9157)  0.0958
H (1.8698, -1.9023, 0.5247)  -0.0032
Se (-4.2535, -1.8932, -1.7764)  0.5533
C (-3.0695, 1.1280, -1.8340)  -0.0967
C (4.4607, -0.8014, -2.4000)  -0.8701
C (-7.0238, -1.6683, -0.3352)  -0.1311
H (-6.2298, 4.0995, 0.5581)  0.0664
H (-7.8550, 0.7105, 0.5371)  0.1054
O (1.5057, 3.5363, 1.3123)  -0.1588
H (4.9031, 2.1950, 5.3667)  0.0824
C (-5.2158, -0.6145, 3.4071)  -0.0562
C (-1.4098, -0.1839, 3.3831)  0.0345
C (-0.0537, -2.5443, -2.4519)  -0.6450
C (2.4146, 1.8900, 6.4708)  -0.0477
N (4.4831, -0.6681, -3.7501)  0.0170
C (-2.7180, -0.5214, 3.0432)  -0.1474
C (-0.3690, -0.3796, 2.4850)  -0.2169
N (0.6919, 2.5219, -7.6352)  0.0626
H (-1.7706, -1.4486, -2.6036)  -0.0042
H (6.3713, -2.8803, -1.8597)  0.1170
N (-0.7640, -1.4568, -2.7569)  0.2024
H (-1.2079, 0.2743, 4.3411)  0.1002
C (4.0663, -5.5525, -3.8940)  -0.1092
C (-6.9330, 3.2676, 0.5155)  -0.0717
H (-2.7157, -0.6589, 5.7959)  0.0740
O (2.3515, -2.6520, 0.1310)  -0.0885
C (3.5305, 1.0717, 3.1593)  0.0077
H (5.7486, -5.1657, -1.7880)  0.1059
H (2.5640, 2.6105, 7.2783)  0.0799
Cs (0.5968, 1.4880, -0.5459)  1.0989
H (-2.7648, 2.1744, -1.8570)  0.0753
C (-3.8659, -0.2041, 3.9958)  -0.5502
C (-2.9123, -1.1084, 1.8048)  0.0165
C (5.3796, -3.1115, -2.2718)  -0.1862
H (2.0328, 4.5054, 5.6311)  0.0857
O (1.1700, -2.6113, -2.5385)  -0.0454
C (2.5317, 1.5173, 4.0069)  -0.1579
C (1.8571, 3.7423, 4.8684)  -0.0452
C (-1.8070, -1.3262, 0.9918)  -0.1247
H (4.3219, 3.7557, 5.9557)  0.0805
C (2.7610, 2.5310, 5.1198)  -0.5496
C (3.0279, 0.1284, -6.5022)  -0.2539
C (-0.8840, -3.6954, -1.9065)  -0.5663
H (3.9610, -0.1224, 1.4233)  0.0711
C (4.2102, 3.0143, 5.1621)  -0.0669
C (3.7527, -1.5467, -4.6670)  -0.1873
C (1.0150, 0.1232, 2.7480)  -0.2166
H (2.1321, 0.4109, -7.0570)  0.0746

Computed properties:
Relative energy (zero: lowest compared OMol25 entry of this formula, charge and spin) (kcal/mol): 1.1
Orbital gap (eV): 5.63
Total charge: -2
LUMO level (eV): 3.41



Here is a cluster of 3 separate species, C20H44BrN4O2 in total from the OMol25 dataset. Energies are from the ωB97M-V functional and the def2-TZVPD basis.

Last column: Mulliken spin population.
Geometry (Å):
H (0.7565, -0.1518, 0.4116)  -0.0014
H (-1.8598, -1.2516, -1.8013)  -0.0005
H (0.1949, -6.4887, -4.7314)  0.0004
H (0.1753, 3.7189, 1.2692)  0.0035
C (-0.9847, -1.8908, -1.6822)  -0.0179
C (0.7212, -4.6096, -3.8459)  -0.0011
C (-2.0296, 4.4202, 4.4740)  0.0033
H (-1.4239, 5.6228, 6.1840)  0.0019
H (-3.0301, -2.8859, -2.8229)  0.0004
C (-1.1392, 1.9059, 2.6496)  0.0371
H (-1.4050, 1.1749, 3.4139)  -0.0205
N (1.7303, 0.1434, 0.3174)  -0.0003
C (1.1087, 2.3875, 3.5323)  -0.0066
H (-4.1609, 4.2118, 4.3706)  0.0012
H (-3.1600, 5.5979, 5.8510)  0.0003
H (1.8360, 3.1241, 3.8597)  0.0021
C (-1.7841, 5.5491, 3.4650)  0.0319
H (1.9665, -1.8618, -0.2308)  -0.0067
H (2.0876, 0.3423, 1.2563)  0.0004
N (0.2904, -3.7282, -2.7028)  0.4599
Br (1.7085, 1.8071, -0.5876)  0.0002
O (1.2718, -3.1600, -2.1005)  0.4695
H (5.0055, 0.6456, 0.5475)  0.0000
H (-1.1864, -3.4258, -5.6913)  -0.0015
N (-0.8061, 3.5446, 4.5205)  0.3892
H (3.7908, -1.0945, 1.4272)  -0.0004
H (-0.1017, -1.2550, -1.5977)  0.0125
C (-0.2528, 3.0137, 3.2358)  -0.0143
H (4.2310, -2.1348, 0.0930)  0.0013
C (0.8754, -3.7497, -5.1071)  0.0311
H (-0.5259, -6.2444, -3.1399)  -0.0088
H (1.0310, 1.6190, 4.3017)  -0.0050
C (2.0579, -5.2447, -3.4776)  -0.0005
C (-2.2066, -3.5837, -2.9759)  0.0145
C (-2.2517, 4.9949, 5.8682)  -0.0032
H (-2.0521, 2.2709, 2.1909)  0.0016
H (1.9859, -5.7890, -2.5358)  -0.0002
H (1.7773, -3.1378, -5.0050)  0.0053
C (-0.6520, -1.9843, -4.1662)  0.0343
H (-3.3284, 2.6871, 4.6704)  -0.0101
C (-0.3176, -2.8389, -5.3845)  -0.0202
H (2.3311, -5.9488, -4.2636)  0.0003
H (-2.3771, 4.1980, 6.6015)  -0.0026
C (-3.2848, 3.6201, 4.1071)  0.0191
H (-1.1932, -5.4420, -4.5647)  0.0001
C (-0.2733, -5.7521, -4.0796)  0.0125
H (4.9591, 0.0668, -1.0068)  -0.0001
H (2.8495, -4.5057, -3.3880)  0.0030
H (-0.0824, -2.1866, -6.2266)  0.0014
N (4.9495, -0.1814, -0.0277)  -0.0001
H (0.1748, -1.2888, -3.9832)  0.0038
H (-1.0212, 6.2199, 3.8708)  0.0039
C (-0.0911, 4.1611, 2.2336)  0.0327
H (-3.3710, 3.3913, 3.0485)  0.0007
H (2.6233, -0.7387, -1.3920)  -0.0059
H (-2.1380, 4.5014, 1.6006)  0.0001
C (3.9156, -1.1203, 0.3421)  -0.0015
O (0.1127, 3.9973, 5.2926)  0.5453
H (-2.3738, -4.0598, -3.9357)  0.0000
H (-1.0942, 5.8931, 1.4536)  0.0013
C (-1.3291, 5.0442, 2.0971)  -0.0200
H (0.7532, 4.7847, 2.5426)  0.0006
H (-1.0961, -2.4678, -0.7624)  -0.0008
H (1.4785, 1.9298, 2.6059)  0.0026
H (1.0444, -4.4215, -5.9512)  0.0002
H (-2.2591, -4.3454, -2.1976)  -0.0094
H (-0.5784, 1.3909, 1.8625)  0.0025
H (-2.7036, 6.1311, 3.3725)  0.0014
C (-0.8853, -2.8105, -2.8969)  0.0084
C (2.5592, -0.9513, -0.3282)  0.0179
H (-1.5435, -1.3796, -4.3502)  0.0002

Computed properties:
Orbital gap (spin up / spin down) (eV): 5.47 / 6.64
Multiplicity: 3
Total charge: +1
LUMO level (spin up / spin down) (eV): -4.91 / -4.91



Here is a cluster of 3 separate species, C2H8N4 in total in a non-equilibrium geometry from the OMol25 dataset. Energies are from the ωB97M-V functional and the def2-TZVPD basis.

Last column: natural (NBO) charge in e.
Geometry (Å):
N (-1.5587, 0.3463, 1.1343)  -0.3036
H (2.0052, -2.2555, -2.8362)  0.1680
H (-1.7926, 0.9418, 3.1463)  0.2802
H (1.1511, 0.1535, 0.7191)  0.4346
H (-1.9879, -0.7809, 2.7312)  0.2593
C (-1.3070, 0.7431, -0.0282)  0.3524
H (2.7913, -0.3011, -0.5924)  0.4138
H (-2.1027, 0.8528, -0.7113)  0.2818
H (-0.2064, 1.0889, -1.6482)  0.4710
N (1.0535, 0.2654, -0.2740)  0.0228
H (2.0349, -1.6719, -2.0968)  -0.1077
C (-1.8171, 0.1556, 2.2818)  0.1620
N (1.9302, -0.1453, -1.0341)  -0.0723
N (-0.1938, 0.6075, -0.7915)  -0.3622

Computed properties:
Relative energy (zero: lowest compared OMol25 entry of this formula, charge and spin) (kcal/mol): 171.5
Orbital gap (spin up / spin down) (eV): 8.70 / 8.70
Total charge: +2
LUMO level (spin up / spin down) (eV): -11.21 / -11.21



Here is a cluster of 7 separate species, C26H72N6O8 in total in a non-equilibrium geometry from the OMol25 dataset. Energies are from the ωB97M-V functional and the def2-TZVPD basis.

Last column: Löwdin charge in e.
Geometry (Å):
C (3.0572, -4.0321, 4.3271)  -0.4116
C (-1.2668, -3.2838, 3.4343)  -0.4038
H (2.8183, -5.3842, 0.7735)  0.0594
H (-0.2923, -5.1012, 4.1905)  0.0666
H (4.9980, 4.5335, -2.9413)  0.0740
H (-0.4710, 1.7843, -0.7166)  0.0841
H (3.3091, -1.6098, -1.0537)  0.0623
H (-3.4973, 2.9810, 0.1087)  0.1069
C (1.1253, 1.0286, -4.6495)  -0.1153
C (0.5692, 0.0512, -1.0185)  -0.2152
H (4.7308, 3.2971, -1.6856)  0.0745
H (-4.4527, 5.8000, 1.7103)  0.0692
H (1.8566, -3.3022, 0.1662)  0.1145
H (-2.4087, 5.1275, -5.7843)  0.1291
O (-1.8842, -3.1330, 5.7037)  -0.1934
H (-0.4464, -0.9795, 1.6907)  0.0242
O (2.3639, 1.6177, -4.9711)  -0.1781
C (3.7207, -2.4296, -0.4602)  -0.0577
C (-5.9644, 3.9628, 0.7597)  -0.0604
H (-4.6919, -0.4397, 0.2437)  0.0872
H (-0.3163, -0.5342, -1.2936)  0.1194
H (3.9035, -1.9072, 0.4874)  0.0655
H (-4.5103, 4.5219, -2.8245)  0.0739
N (2.5806, -5.0399, 3.3579)  0.0487
H (-4.6679, 5.8434, -6.8207)  0.0892
H (2.1284, -2.5087, 3.0584)  0.0953
H (4.4419, -5.4733, 5.1661)  0.0781
O (3.2113, -1.6491, 4.5501)  -0.1846
H (1.5828, -5.2132, 3.3780)  0.0458
H (5.5898, 2.9421, -3.1924)  0.0700
H (-1.2414, -5.2579, 2.5981)  0.0810
H (-6.6195, 3.0871, 0.7122)  0.0791
C (3.6647, -0.4486, 3.9929)  -0.1177
H (-3.1811, -2.2640, 7.0599)  0.0853
H (3.9263, -2.6199, 2.9359)  0.1175
H (-0.0341, -2.5656, 4.9814)  0.1280
H (-2.0270, -5.0944, 4.1671)  0.0780
H (-0.9792, 4.0084, -3.9520)  0.0612
C (4.7464, 3.4853, -2.7555)  -0.0747
H (1.9824, 2.8670, -2.1633)  0.0451
N (2.3020, 3.6583, -2.7114)  0.0543
H (4.2606, 1.3375, -4.2471)  0.1177
O (-0.4903, -0.1692, 1.1404)  -0.1048
H (1.3661, -0.3211, -1.6575)  0.0899
H (-1.7658, -3.0157, 7.7313)  0.0861
C (2.3774, -4.1868, -1.6783)  -0.2040
C (-2.1086, -2.4065, 6.8946)  -0.0930
H (-2.9634, 2.4980, 1.6394)  0.1273
H (3.4010, 0.3487, 4.6926)  0.0896
C (3.4603, 3.2429, -3.5222)  -0.4161
H (1.0008, 0.1414, -4.0153)  0.0751
H (-1.5107, 2.5308, -3.4792)  0.0555
O (-4.0798, 5.9906, -4.8120)  -0.1834
H (1.3961, -0.9956, 0.6727)  0.0889
H (-3.3288, 4.9649, 2.5077)  0.0724
H (-2.1454, 5.9121, -4.3275)  0.1321
H (2.9552, 1.1060, -3.1047)  0.1136
H (-5.6407, 4.0330, -0.2858)  0.0740
H (3.4938, 3.7191, -4.5025)  0.1407
H (1.2826, 0.7712, 0.8991)  0.1190
H (-5.1687, 4.4813, -5.7136)  0.0821
C (4.4519, -4.4535, 4.7720)  -0.0564
N (3.4490, -4.6508, 0.4744)  0.0428
H (5.1246, -4.6034, 3.9161)  0.0854
O (-4.5766, 1.3899, 1.0700)  -0.1717
N (-3.8961, 4.9554, 1.6692)  0.0390
H (1.5237, 3.8596, -3.3309)  0.0543
H (-6.6548, 4.7466, 1.0727)  0.0771
H (4.6980, -2.6969, -0.8622)  0.0900
H (0.5479, 1.8197, -4.1658)  0.0485
H (1.6466, -2.8477, -4.5552)  0.0844
H (-3.0047, 0.2404, 0.2357)  0.0721
C (-4.9753, 5.5523, -5.8122)  -0.1101
H (-5.0912, 3.4868, 2.6127)  0.1360
C (-1.1047, -2.5003, 4.7109)  -0.1941
H (-1.6643, -1.4110, 6.8582)  0.0858
H (-2.2967, -3.1662, 3.0775)  0.1438
H (3.1503, -0.1859, 3.0599)  0.0808
H (-4.2782, 0.8078, -0.8746)  0.0810
H (2.2789, -4.3935, -4.1839)  0.0900
N (-0.4655, -2.7547, 2.3227)  0.0483
C (3.0566, -2.6994, 3.5990)  -0.2067
H (3.1741, -4.8192, -2.0860)  0.1284
H (-1.3491, -1.4356, 4.6823)  0.1295
H (-3.7421, 2.9547, -2.4130)  0.0611
H (3.6895, -4.1984, 1.3474)  0.0256
H (-0.8491, -3.0908, 1.4501)  0.0957
O (0.1901, 1.3986, -1.2956)  -0.0910
C (-3.5694, 3.9778, -2.7530)  -0.0500
O (2.0350, -3.1631, -2.5934)  -0.2049
C (-4.7310, 3.7673, 1.6114)  -0.4548
H (0.5296, -4.0224, -3.8352)  0.0889
C (-2.8757, 5.2407, -4.7921)  -0.2322
H (0.5321, -2.9095, 2.3248)  0.0407
C (0.7761, -0.1103, 0.4945)  -0.2392
N (-1.6470, 3.2715, -4.1539)  0.0393
C (-2.9920, 3.8746, -4.1738)  -0.4371
C (3.3060, 1.7606, -3.9132)  -0.1970
H (2.4313, -3.9373, 5.2206)  0.1375
H (1.4739, -4.7946, -1.5335)  0.1256
C (1.5567, -3.6488, -3.8170)  -0.1174
H (-5.9324, 6.0521, -5.6446)  0.0875
C (-4.0732, 0.4514, 0.1456)  -0.0975
H (-3.5619, 3.2184, -4.8363)  0.1278
C (-3.8988, 2.6104, 1.0659)  -0.2417
H (0.6207, 0.7313, -5.5688)  0.0879
H (4.7485, -0.3819, 3.8484)  0.0917
C (2.7921, -3.6149, -0.3241)  -0.4410
H (4.9489, -3.7305, 5.4130)  0.0840
H (3.0173, -5.9154, 3.6251)  0.0758
H (-2.8178, 4.4665, -2.1357)  0.0872
C (-1.1499, -4.8070, 3.5826)  -0.0482

Computed properties:
Relative energy (zero: lowest compared OMol25 entry of this formula, charge and spin) (kcal/mol): 42.0
Orbital gap (eV): 9.02
LUMO level (eV): 0.45
SMILES: COC[C@H](C)N.COC[C@H](C)N.COC[C@H](C)N.COC[C@H](C)N.COC[C@H](C)N.COC[C@H](C)N.OCCO



Electronic energy across the listed records, respectively: -162048.0574 -101541.1778 -8139.2315 -53445.3383 eV.